# 1
8 unconnected molecules or ions with the total composition C5H28N2O8, computed with ωB97M-V/def2-TZVPD.

Structure (XYZ):
```
43
Properties=species:S:1:pos:R:3:forces:R:3
C 0.5255 3.0392 0.5473 0.6321 -0.6673 -3.4055
C -0.7455 2.1740 0.7633 1.5323 2.1166 -1.6820
C -1.4979 2.6899 -0.4617 -2.5174 3.4996 0.5328
O -2.2581 1.8341 -1.1814 -1.6177 -6.2661 0.5709
N -0.4476 0.7787 0.5153 -0.2660 -0.7362 2.0088
C 0.0203 -0.0029 1.6941 3.0737 -1.2647 -0.3502
C -0.7863 -1.2188 2.0435 2.4615 -1.9160 -2.7880
N -1.0967 -2.0594 0.7848 -2.5414 1.1302 -0.1255
H 1.3553 2.7951 1.0951 2.1170 -1.8433 1.5430
H 0.6359 4.0862 0.7347 -1.4846 1.1702 -0.2239
H 0.8072 2.8545 -0.6327 -0.2164 0.5827 3.1418
H -1.2281 2.4603 1.7405 0.2461 -1.0680 -0.9870
H -2.1254 3.6460 -0.1977 0.4324 -1.7125 0.3587
H -0.9823 3.1654 -1.2612 2.0222 0.3070 -0.0703
H -2.0377 0.8101 -0.8271 -0.2571 4.1054 -0.8655
H 0.1147 0.5326 -0.3372 -0.5909 0.9696 1.2548
H 0.3492 0.3757 2.7058 -0.8972 1.2387 -1.2024
H 1.0500 -0.4214 1.4294 -1.2504 0.4123 -0.0237
H -0.1399 -1.8486 2.7138 -0.9444 0.5775 -0.3558
H -1.6860 -0.9612 2.4409 -2.4659 0.5561 1.6790
H -2.1829 -2.0293 0.7499 2.2701 -0.6942 0.0556
H -0.9440 -1.5066 -0.0971 -0.0761 -0.2281 1.5703
O 1.8258 -1.0309 -3.7347 0.4145 -1.9627 -0.7092
H 1.7900 -0.1306 -3.5869 -0.0499 3.4316 2.0103
H 1.8944 -0.8734 -4.6629 0.1020 -1.3008 -1.8027
O 0.3857 -0.8237 -1.6014 -1.4749 -1.3402 6.2328
H 0.7026 -1.0454 -2.4198 1.2814 -1.6779 -2.9954
H 0.4774 -1.6157 -0.8859 0.2735 2.4706 -3.0092
O -3.9778 0.6021 2.9768 0.4089 -2.1601 -4.4365
H -3.3487 0.5789 2.1417 -1.1860 0.7161 2.6214
H -4.6118 -0.0571 2.5144 0.7993 1.4779 1.7264
O 4.0861 -1.5498 -1.5973 2.3429 -0.6500 3.1902
H 4.1081 -0.6712 -1.2085 -0.5633 0.1432 -0.7553
H 3.5904 -1.6791 -2.3497 -1.8968 0.4978 -2.5072
O 3.2288 0.3016 0.6577 -5.8850 -1.1947 -1.9633
H 2.8262 -0.5951 0.3694 1.4909 1.9200 1.0026
H 4.0993 0.2576 0.8412 4.4886 -0.8540 1.0281
O -3.7448 -1.2221 -1.5128 4.0048 1.4313 0.4070
H -2.8352 -1.6214 -1.6950 -1.9389 -0.4528 -0.0997
H -3.2629 -0.3564 -1.2727 -2.2125 -1.0293 -0.3883
O 2.0800 -2.8689 0.9024 0.5786 -2.0328 -2.0871
H 2.6971 -3.3164 0.1950 -1.7673 1.2943 2.0473
H 1.2893 -3.4768 0.9667 1.1272 1.0027 -0.1481
```
Positions in Å, forces in eV/Å.

SMILES ... C[C@@H](CO)NCCN.O.O.O.O.O.O.O
Gap between HOMO and LUMO ... 8.87 eV
HOMO level ... -8.973 eV
2S+1 ... 1
E_LUMO ... -0.10 eV
Net charge ... 0



# 2
11 unconnected molecules or ions with the total composition C5H28O13, computed with ωB97M-V/def2-TZVPD.

Structure (XYZ):
```
46
Properties=species:S:1:pos:R:3:forces:R:3
O -2.9306 -0.8395 -2.4008 0.3135 -1.1228 1.0876
C -3.0939 -1.0928 -1.2183 -2.1979 0.7496 -1.4584
C -2.0694 -1.0861 -0.1714 1.5031 -2.6984 0.5593
C -2.5311 -0.6553 1.1993 -2.1062 1.3466 -0.2825
C -2.2902 0.8310 1.5513 -0.7959 0.9637 1.1207
C -1.0510 1.5443 1.0297 1.6640 0.2036 1.5882
O -0.9928 2.3740 0.1702 -1.1232 0.0494 -1.1464
O 0.1075 1.3284 1.7463 -0.3718 -0.0673 -0.5388
H -4.1931 -1.2790 -0.8372 1.7640 0.0692 -0.5185
H -1.0262 -0.9361 -0.5174 -0.6161 0.9879 0.1400
H -1.9191 -2.1651 0.0986 -0.4840 0.2386 -0.8402
H -2.1714 -1.3987 1.9148 -0.0538 0.7127 0.3216
H -3.6936 -0.7091 1.1491 1.8956 -0.3464 0.4238
H -2.3408 0.9442 2.6568 0.6308 -0.2373 -0.4964
H -3.1571 1.5023 1.2981 0.7767 -0.8775 -0.5221
H 0.8493 1.8715 1.2943 -0.8147 -0.8020 0.3891
O 2.7079 2.5554 -2.1096 0.7494 -2.2232 1.4526
H 2.7496 1.6607 -1.6142 0.1247 2.3412 -1.5837
H 1.9477 2.4373 -2.6625 -0.7194 0.0276 -0.5652
O -0.6728 -2.0449 4.0263 -1.7181 -4.6274 4.3563
H -0.2900 -1.5650 3.4057 2.7487 3.7917 -4.5433
H -0.0477 -2.8086 4.0995 -0.9434 0.8625 0.1125
O 3.9255 0.2718 -0.3170 0.6737 1.8834 -3.0686
H 3.3303 -0.3213 -0.7942 -0.2418 -0.6470 0.1660
H 4.0926 -0.0858 0.4985 0.7226 -1.5567 2.9272
O -0.2505 -3.6823 -1.2529 11.1909 0.6507 -9.5851
H -0.8654 -3.7116 -0.7169 -10.0437 -0.1071 7.1301
H -0.3167 -3.3773 -2.2050 -0.9772 -0.4475 2.2600
O 3.6369 0.8513 2.4178 -2.0232 -4.1333 5.9110
H 3.9116 1.4295 1.8325 2.1141 4.3508 -4.7276
H 3.1130 1.4027 3.0350 0.3192 -0.7629 -0.3871
O 2.3782 2.0147 0.5581 -4.4642 6.3512 5.7501
H 2.5696 1.3304 0.0834 2.6004 -6.0771 -4.3386
H 2.9324 2.7568 0.4652 0.9040 1.0324 -0.9945
O 2.2150 -1.1444 -1.4243 3.1132 -1.0891 -3.3485
H 2.7585 -1.8653 -1.9037 -0.4621 2.2024 0.3381
H 1.6465 -1.7830 -1.1175 -3.2388 -1.7446 2.2901
O 1.6996 -1.1851 1.4444 2.1961 2.0693 0.8675
H 2.5623 -0.6354 1.6445 -1.9431 -1.8129 -0.3647
H 1.1192 -0.4405 1.6728 -0.5900 -0.2411 -0.1888
O -0.3622 -0.8225 -3.5478 -1.7716 0.4790 -0.3727
H -0.8145 -0.5478 -4.3816 0.9140 -0.3845 0.5855
H -1.1704 -0.7471 -2.9680 0.8839 -0.2125 -0.2845
O -3.8010 1.3838 -1.3743 -0.3467 0.2743 1.1828
H -3.7154 1.7292 -2.2460 -0.2225 0.2785 -1.2599
H -2.9342 1.5781 -1.0185 0.4669 0.3022 0.4557
```
Positions in Å, forces in eV/Å.

SMILES ... O=CCCCC(=O)O.O.O.O.O.O.O.O.O.O.O
Gap between HOMO and LUMO ... 10.68 eV
HOMO level ... -10.440 eV
2S+1 ... 1
E_LUMO ... 0.24 eV
Net charge ... 0



# 3
8 unconnected molecules or ions with the total composition C5H29N2O7, computed with ωB97M-V/def2-TZVPD.

Structure (XYZ):
```
43
Properties=species:S:1:pos:R:3:forces:R:3
N 0.6092 0.5101 0.7327 1.5979 3.1190 -3.2447
C 0.4210 -0.6048 -0.2757 -1.9497 1.5538 -0.7835
C 0.6026 0.0387 -1.7680 -3.9278 -1.5931 1.0284
C -1.0838 -1.0884 0.0147 0.3203 0.0285 -1.8375
N -1.3592 -1.3240 1.4678 0.1015 -1.9224 -2.8844
C -2.6455 -0.7758 1.7799 1.8718 4.6701 1.3321
C -1.3991 -2.7465 1.7683 1.1832 0.3807 0.7292
H 0.7626 0.3630 1.7353 0.0235 -0.5102 -0.4161
H 1.5409 0.8960 0.2443 -2.0512 0.0131 2.2103
H -0.1715 1.2684 0.5552 1.6723 -1.2320 0.2514
H 1.3245 -1.1743 -0.1543 -0.3564 -1.3543 0.3447
H 0.3846 -0.7322 -2.5513 0.3572 0.2710 0.8914
H -0.2404 0.7638 -1.8942 1.0465 -0.7327 0.0041
H 1.5342 0.4618 -1.9641 1.4820 0.7278 0.0962
H -1.8735 -0.3629 -0.4868 2.0457 -0.8202 1.4491
H -1.2686 -1.9595 -0.6543 0.1105 -0.0748 0.7741
H -3.4943 -0.7254 1.1127 0.0490 -0.5854 -0.6717
H -2.9352 -1.0790 2.7576 -0.4004 -0.3774 0.7387
H -2.2056 0.3131 1.9258 -2.2270 -1.1451 -0.1290
H -2.0208 -3.3550 1.1530 -1.5897 -0.2165 -0.1200
H -1.4885 -2.7928 2.8489 -0.8052 -0.5410 0.0550
H -0.4845 -3.2473 1.5996 1.7647 -0.0618 -0.3173
H -0.3953 2.4667 -1.6124 2.2950 0.0800 -3.8042
H -1.7864 2.7480 -1.0755 2.8324 -0.9607 1.1655
O -0.7744 2.4895 -0.7998 -4.9899 1.3067 2.8697
H 3.0679 -1.1719 -2.9246 -0.0202 -0.0306 -0.1313
H 3.3554 -2.4769 -2.2118 0.5395 -1.5213 -0.3402
O 3.0659 -1.6009 -2.0643 -0.3912 1.4239 0.5090
H 2.8985 -1.8500 2.1577 0.7823 -0.0826 -1.0030
H 3.9508 -1.5490 0.9069 -0.3488 -0.8125 -0.2032
O 3.5229 -1.2510 1.7064 -0.4985 1.0470 1.1557
H 4.0247 1.1883 -1.6033 1.0777 -1.5169 -1.7263
H 3.8926 2.3145 -0.7674 -0.1442 1.0113 0.7601
O 3.4484 1.4923 -0.9438 -1.0442 0.4470 1.1474
H 3.4190 1.1630 2.2204 1.9327 -1.4063 0.2245
H 2.7791 2.2748 3.2104 0.4238 -1.2483 -1.4953
O 2.7217 1.7538 2.3601 -2.4378 2.4971 1.2513
H -3.3508 2.9555 0.0652 -0.6331 1.1560 1.5737
H -4.2423 2.4486 -1.1309 -2.5064 0.6978 -0.7839
O -3.4274 2.4245 -0.7006 2.8097 -1.5604 -0.4609
H -4.2394 0.5659 -2.6034 -1.6905 0.4130 -0.2819
H -3.0898 0.6681 -1.6268 -0.3518 -0.2625 -1.1143
O -3.3501 0.2993 -2.5095 2.0444 -0.2748 1.1873
```
Positions in Å, forces in eV/Å.

<S²> ... 0.750
Gap between HOMO and LUMO (alpha / beta) ... 1.93 / 9.36 eV
HOMO level (alpha / beta) ... -1.963 / -9.272 eV
2S+1 ... 2
E_LUMO (alpha / beta) ... -0.04 / 0.08 eV
Net charge ... 0



# 4
9 unconnected molecules or ions with the total composition C5H29N2O8, computed with ωB97M-V/def2-TZVPD.

Structure (XYZ):
```
44
Properties=species:S:1:pos:R:3:forces:R:3
C -2.0709 0.1786 -2.9023 -1.6722 -1.8100 0.0914
C -1.4439 0.0625 -1.5081 -0.5094 0.1035 0.0953
C -0.1560 -0.7334 -1.6234 1.0660 1.6887 0.2005
C 0.4947 -1.0380 -0.2734 -2.7733 0.0424 1.0116
N 1.2052 0.0606 0.3648 1.2391 1.9162 -1.7087
C 1.6400 0.1033 1.5855 -0.9645 -1.9009 0.5511
N 1.3036 -0.8837 2.4280 1.0525 1.3237 0.5286
H -2.3481 -0.9150 -3.1495 1.3659 1.2672 -0.3225
H -3.1421 0.4138 -2.8185 0.4310 1.2849 -0.1389
H -1.5384 0.7032 -3.7281 -0.4409 -0.4161 0.7731
H -1.2947 0.9499 -0.8601 0.4455 0.3983 -1.1135
H -2.2371 -0.3450 -0.8869 0.0151 -1.1542 0.0654
H 0.4579 -0.0753 -2.2809 0.2799 -0.5395 0.5416
H -0.1985 -1.6732 -2.1441 -0.6426 -0.3026 -0.2127
H -0.4488 -1.2760 0.3615 1.9903 0.3964 -0.5695
H 1.0364 -1.9716 -0.3711 0.6533 0.1826 0.4548
H 1.5654 0.8901 -0.2020 -0.4954 -2.0059 0.9440
H 2.2956 0.9029 1.9205 -0.3765 -0.2608 -0.1935
H 0.7866 -1.6892 2.1248 -0.3137 -0.0987 0.1388
H 1.4240 -0.7277 3.4304 0.0977 -0.3631 -0.7541
H -1.7074 -3.0216 3.5703 0.3473 0.3866 -0.5997
H -1.4840 -2.2508 2.2085 -0.5736 -0.4063 0.0348
O -1.1478 -2.3764 3.1019 0.6739 -0.2066 0.9192
H 0.0915 1.4143 4.6101 0.2821 -0.5451 -0.1168
H -0.4167 -0.1019 4.3829 0.2881 0.1888 0.1165
O -0.6551 0.8233 4.4821 -0.9651 0.1113 0.1406
H 1.4544 2.8587 2.3571 -0.4013 0.1818 0.1822
H -0.0458 2.9417 2.7337 -0.0080 0.0292 0.0101
O 0.7266 2.3677 2.7683 0.5122 0.2764 -0.2645
H -2.8558 -0.7232 1.7362 -0.1124 0.1171 -0.0110
H -3.6820 -1.8442 2.3322 -0.0762 -0.0032 -0.0983
O -3.1718 -1.6139 1.5463 -0.1701 0.1550 -0.2614
H 3.5932 2.5291 -0.4783 0.0050 -0.0103 -0.0721
H 2.2459 2.2876 -1.1272 0.4687 0.5136 -0.3497
O 2.8989 1.8653 -0.5495 -0.0098 0.1007 0.2473
H 2.4826 3.1882 -3.2329 -0.0625 0.4674 0.3644
H 1.7458 4.3806 -2.5463 0.1150 -0.0623 -0.1894
O 2.4283 3.7119 -2.4133 -0.2108 -0.2713 -0.3736
H -2.0120 -3.0859 -0.2589 -0.0633 0.0388 0.0534
H -0.8500 -4.0688 -0.3755 -0.0534 0.1242 0.0437
O -1.0493 -3.1357 -0.2178 -0.4148 -0.9695 -0.0758
H 1.7094 0.9546 -5.0206 -0.2945 -0.0727 -0.3078
H 0.7434 -0.2002 -4.5894 -0.0619 0.1993 -0.3026
O 1.6266 0.1630 -4.4868 0.3377 -0.0947 0.5280
```
Positions in Å, forces in eV/Å.

Gap between HOMO and LUMO ... 10.83 eV
HOMO level ... -13.330 eV
2S+1 ... 1
E_LUMO ... -2.50 eV
Net charge ... +1